Entry 1:
{
  "formula": "C20H14F3N2",
  "method": "ωB97M-V/def2-TZVPD",
  "species": ["F", "C", "C", "C", "F", "C", "C", "C", "C", "C", "C", "C", "C", "F", "C", "C", "H", "H", "H", "H", "H", "H", "H", "H", "C", "C", "N", "C", "C", "C", "C", "C", "N", "H", "H", "H", "H", "H", "H"],
  "xyz": [[3.255, 3.540, 1.818], [3.156, 2.165, 1.801], [4.336, 1.425, 1.805], [4.184, 0.035, 1.783], [5.322, -0.739, 1.791], [2.956, -0.591, 1.759], [1.746, 0.180, 1.748], [0.530, -0.544, 1.697], [-0.820, -0.101, 1.743], [-1.835, -1.110, 1.751], [-3.181, -0.796, 1.779], [-3.605, 0.542, 1.801], [-2.621, 1.524, 1.794], [-3.019, 2.842, 1.803], [-1.260, 1.255, 1.775], [1.889, 1.600, 1.782], [5.311, 1.897, 1.829], [2.877, -1.677, 1.745], [0.660, -1.631, 1.672], [-1.505, -2.150, 1.735], [-3.921, -1.596, 1.786], [-4.656, 0.810, 1.826], [-0.562, 2.082, 1.777], [1.027, 2.254, 1.788], [0.428, 0.328, -1.757], [1.569, -0.094, -2.427], [1.199, -0.990, -3.416], [-0.181, -1.157, -3.389], [-0.699, -0.324, -2.337], [-2.072, -0.326, -2.120], [-2.855, -1.138, -2.948], [-2.248, -1.910, -3.950], [-0.910, -1.923, -4.172], [0.352, 1.042, -0.945], [2.606, 0.196, -2.268], [1.794, -1.474, -4.084], [-2.472, 0.295, -1.322], [-3.935, -1.193, -2.842], [-2.844, -2.547, -4.608]],
  "total_charge": 1,
  "multiplicity": 1,
  "e_above_lowest_kj_mol": 0.0
}



Entry 2:
{
  "formula": "C5H12N2O",
  "method": "ωB97M-V/def2-TZVPD",
  "species": ["C", "C", "N", "O", "H", "H", "H", "H", "H", "C", "C", "N", "C", "H", "H", "H", "H", "H", "H", "H"],
  "xyz": [[3.247, 1.105, -1.490], [2.064, 0.994, -0.557], [0.971, 0.376, -1.079], [2.093, 1.474, 0.560], [3.316, 0.272, -2.193], [4.161, 1.123, -0.900], [3.199, 2.014, -2.086], [0.148, 0.286, -0.490], [1.172, -0.296, -1.796], [-1.177, -2.532, 1.037], [-1.723, -1.417, 0.547], [-1.361, -0.104, 0.868], [-2.453, 0.860, 0.845], [-0.385, -2.501, 1.774], [-1.587, -3.483, 0.749], [-2.633, -1.504, -0.035], [-0.827, -0.057, 1.724], [-2.150, 1.775, 1.351], [-2.725, 1.127, -0.178], [-3.351, 0.488, 1.348]],
  "total_charge": 0,
  "smiles": "CC(N)=O.C=CNC",
  "multiplicity": 1,
  "e_above_lowest_kj_mol": 128.6
}